Computed, not measured: the molecule C16H15NO3, with ωB97M-V/def2-TZVPD.

XYZ file:
```
35
Properties=species:S:1:pos:R:3
O -0.76 -0.68 2.46
O 1.42 2.11 -0.56
O 2.55 -0.50 -0.83
N -0.74 -1.55 0.38
C 3.20 0.63 -1.27
C -2.86 -1.15 1.44
C 0.69 -1.51 0.25
C -4.94 -2.13 0.74
C 4.55 2.84 -2.27
C -3.57 -0.19 2.16
C 1.18 -0.29 -0.54
C 3.32 3.00 -1.68
C 5.13 1.58 -2.34
C 1.01 1.02 0.23
C -3.55 -2.12 0.73
C -5.64 -1.16 1.44
C -4.95 -0.19 2.16
C -1.37 -1.10 1.50
C 2.64 1.90 -1.16
C 4.45 0.48 -1.85
H -1.28 -1.75 -0.44
H 2.85 3.97 -1.60
H -3.02 -2.90 0.21
H -6.72 -1.17 1.43
H -0.04 1.20 0.48
H -5.49 0.55 2.71
H 1.11 -1.47 1.26
H 0.62 -0.21 -1.49
H 6.10 1.45 -2.79
H 1.60 0.96 1.15
H -5.47 -2.89 0.19
H -3.02 0.54 2.73
H 4.87 -0.52 -1.91
H 1.05 -2.41 -0.25
H 5.07 3.69 -2.67
```

Computed properties:
Energy above the lowest of the compared OMol25 structures with the same formula, charge and spin: 21.8 kcal per mole
Structure (SMILES): O=C(NC[C@H]1COc2ccccc2O1)c1ccccc1
E: -899.193675 Eh
LUMO energy: 0.0225 Eh
Orbital gap: 8.948 eV

Mulliken population analysis, charges in e, atoms 1 to 5: -0.615, -0.454, -0.390, -0.073, 0.499

Computed, not measured: a 9-piece molecular cluster, C49H124N8O9S overall at a distorted geometry, with ωB97M-V/def2-TZVPD.

XYZ file:
```
191
Properties=species:S:1:pos:R:3
S 1.41 -1.56 -0.84
O 0.66 -0.56 -1.60
O 2.20 -2.47 -1.66
O 5.44 -1.19 -3.49
O -0.87 0.12 -5.90
O 0.46 -2.38 -0.04
O 5.60 0.52 3.14
O -2.02 -4.84 -1.93
O 2.47 -6.66 3.94
O 2.37 -0.94 0.08
N -2.08 0.66 -8.77
N 0.91 4.72 1.50
N -3.20 -2.82 6.24
N 4.72 1.04 -5.54
N 4.77 -5.45 2.21
N -1.06 -5.85 -4.58
N 7.59 0.86 5.58
N -7.40 5.23 -0.64
C -1.97 -1.16 4.70
C 5.66 -1.31 -4.87
C 2.20 -5.79 2.89
C -3.54 0.14 -8.92
C 4.52 -6.48 1.04
C -4.73 -2.80 6.65
C 4.48 1.59 -4.12
C -2.27 -1.82 6.98
C -1.79 1.65 -9.90
C -2.24 -6.84 -4.77
C -9.70 5.83 -1.20
C 5.65 -4.27 1.76
C -2.65 -4.25 -3.08
C -1.57 -4.40 -4.25
C 2.02 3.74 1.88
C -8.81 4.63 -0.94
C 6.15 1.47 -5.93
C -4.92 -2.78 8.17
C -0.05 6.01 -0.42
C -6.75 5.81 -1.89
C 1.28 6.27 1.55
C -2.60 -4.21 6.53
C 8.40 0.39 4.35
C -6.38 -2.52 8.56
C 0.83 6.97 0.31
C 5.48 -6.15 3.32
C -2.08 0.82 -6.10
C -4.74 2.22 -0.14
C 3.70 1.70 -6.43
C -0.03 -6.38 -3.51
C -1.20 4.46 4.81
C 7.86 -0.28 6.59
C -5.81 3.09 -0.89
C -2.04 1.61 -7.47
C -0.06 4.56 3.84
C -0.28 -5.80 -5.95
C 4.59 -0.50 -5.66
C 3.42 -4.81 2.69
C 8.18 2.19 6.18
C -7.80 6.39 0.33
C -0.31 4.39 2.31
C -9.15 6.83 -0.20
C 6.06 1.17 5.42
C 0.66 4.63 -0.02
C -2.99 -2.34 4.66
C -1.03 -0.49 -8.88
C -1.17 -1.36 5.94
C 5.25 0.27 4.55
C -6.45 4.18 0.07
H 0.66 -5.58 -3.23
H -0.75 -0.39 6.20
H 1.30 -5.22 3.12
H -0.63 -3.89 -4.05
H 7.20 -0.05 7.43
H 3.92 1.41 -7.46
H 6.53 -6.20 3.01
H 3.49 1.24 -3.83
H -3.98 2.90 0.22
H -0.92 3.95 5.74
H -7.42 6.66 -2.01
H 6.07 2.48 -6.32
H -1.16 -0.83 -9.90
H 9.42 0.26 4.71
H -2.52 -3.16 4.11
H -3.17 -4.88 5.89
H 5.50 -6.82 0.70
H 5.92 2.20 5.08
H -1.82 -2.31 7.85
H 3.90 -5.85 0.41
H -1.55 -4.26 6.26
H 5.78 -3.55 2.56
H -4.19 -2.22 8.76
H 5.45 -0.78 4.77
H -6.53 -2.43 9.63
H -2.18 1.64 -5.39
H -1.09 5.93 -0.10
H -3.98 -2.10 4.28
H -1.98 -3.87 -5.12
H -5.21 -3.69 6.24
H 8.37 1.19 3.61
H 0.90 6.73 2.46
H 4.17 0.41 4.67
H 5.75 1.12 6.47
H 3.76 2.78 -6.37
H 2.70 1.39 -6.12
H 1.57 4.43 -0.58
H -2.81 -6.37 -5.57
H -6.96 3.66 0.88
H 0.48 5.48 4.07
H 2.35 6.41 1.69
H -5.15 -1.90 6.20
H -2.89 -6.81 -3.89
H -6.75 5.09 -2.71
H 7.97 -0.52 3.94
H -0.79 -5.11 -6.62
H -8.93 7.77 -0.70
H -0.79 2.09 -9.81
H -5.28 3.49 -1.75
H -0.54 -6.88 -2.69
H -1.12 2.19 -7.53
H 3.57 -4.31 3.65
H 3.61 -0.67 -5.21
H 5.30 1.31 -3.46
H 7.55 -1.26 6.24
H 6.64 -4.50 1.37
H -9.53 6.21 -2.21
H 1.92 -6.23 1.93
H 3.94 -7.34 1.37
H -7.81 5.84 1.27
H 2.88 3.84 1.21
H -6.67 2.51 -1.24
H 5.13 -3.83 0.90
H -2.98 0.21 -6.13
H -1.78 1.05 -10.81
H -3.58 -4.79 -3.25
H 1.52 2.77 1.87
H -1.98 3.76 4.49
H -1.35 -1.28 -8.21
H -1.21 -1.16 3.92
H -5.23 1.70 0.69
H 2.30 4.18 2.83
H 0.73 -5.39 -5.87
H 7.74 2.30 7.17
H 5.83 -2.36 -5.08
H 0.53 -7.19 -3.98
H -4.01 -0.34 -8.05
H -5.71 4.83 0.53
H -1.44 -4.17 -1.57
H -7.15 -3.20 8.18
H -0.51 3.37 2.00
H -4.24 1.42 -0.69
H 2.64 -6.11 4.71
H -0.40 -6.82 -6.32
H -6.92 7.03 0.28
H -2.91 2.26 -7.50
H -2.87 -4.44 7.56
H 4.45 2.68 -4.12
H -1.07 5.12 2.02
H -2.40 -0.16 4.74
H 9.25 1.98 6.24
H 3.20 -4.15 1.85
H -5.76 6.12 -1.55
H -1.69 5.39 5.08
H -9.81 6.93 0.66
H -0.06 -0.05 -8.63
H 5.03 -7.15 3.35
H 4.55 -1.47 -3.24
H 8.08 3.04 5.51
H 1.71 7.35 -0.21
H 6.42 0.91 -6.82
H 0.05 6.03 -1.51
H 4.97 0.07 2.58
H -4.63 -3.78 8.49
H 8.88 -0.33 6.98
H -0.64 0.05 -4.97
H 6.91 1.25 -5.18
H -9.14 4.14 -0.03
H 4.48 -0.73 -6.72
H -10.74 5.57 -1.01
H 5.36 -5.49 4.17
H -1.81 -7.83 -4.83
H -0.38 -2.10 5.98
H 0.71 3.86 4.18
H 0.19 7.83 0.48
H -2.64 2.33 -10.01
H 6.69 -1.07 -5.11
H -8.83 3.94 -1.78
H -2.93 -0.99 7.19
H 0.05 3.75 -0.21
H -6.60 -1.50 8.24
H -3.68 -0.50 -9.79
H -4.18 1.00 -9.13
H -2.83 -3.19 -2.90
```

Computed properties:
Net charge: +6
E: -3452.307148 Eh
LUMO energy: -0.3433 Eh
Orbital gap: 5.287 eV

Mulliken population analysis, charges in e, atoms 1 to 5: 0.928, -0.651, -0.727, -0.462, -0.417

Computed, not measured: a 8-piece molecular cluster, C43H98BN6O21 overall at a distorted geometry, with ωB97M-V/def2-TZVPD.

XYZ file:
```
169
Properties=species:S:1:pos:R:3
O 3.59 3.80 -4.58
O 3.81 -6.82 8.57
O -0.03 1.08 1.96
O 1.74 -3.79 -10.80
O -1.44 0.19 -2.02
O 4.28 2.22 5.99
O -7.11 -1.06 0.00
O -1.86 4.20 -0.40
O 2.46 -1.47 -5.64
O 6.55 7.45 -5.28
O -0.10 -3.64 6.94
O 0.44 -1.75 3.88
O -0.92 -0.21 0.14
O 0.59 -1.14 1.75
O -6.12 -4.40 4.51
O 1.47 0.91 -2.20
O -2.11 -1.71 -5.05
O -3.98 0.07 5.14
O 1.08 6.20 1.84
O -0.04 1.25 4.18
O 1.32 0.41 -0.02
N -4.47 -2.45 3.51
N -4.52 1.72 0.15
N 3.04 4.17 3.18
N 2.59 -4.20 -8.23
N 4.11 6.51 -3.80
N 1.43 -5.35 9.12
C -6.30 0.03 0.60
C 4.42 7.95 -4.03
C -6.91 -5.43 5.01
C 0.44 -0.88 2.98
C 1.85 -5.58 7.75
C -5.45 -4.65 3.28
C 3.40 -4.75 -9.35
C 3.18 1.66 6.67
C 5.10 -6.51 8.12
C -3.35 0.19 -5.62
C -0.53 -3.88 8.35
C 6.02 8.00 -4.10
C 3.52 2.44 -4.52
C -1.17 -3.68 6.01
C -3.26 -1.32 -5.77
C -3.85 2.70 -0.77
C -3.34 -1.59 3.35
C 0.08 0.60 3.14
C -4.17 -3.79 3.09
C -2.89 -1.70 -7.17
C 0.78 -4.07 9.22
C 0.84 0.52 -1.19
C -0.31 5.89 1.86
C 1.35 -0.90 -5.09
C 3.96 3.47 5.35
C 2.50 4.54 -3.97
C -3.12 3.71 0.09
C -2.76 0.25 5.91
C 7.94 7.41 -5.23
C -7.38 -2.09 0.99
C 3.12 -3.02 -7.62
C 2.75 6.11 -4.06
C -5.52 0.76 -0.43
C 0.90 -3.90 -12.02
C -1.67 4.25 -1.72
C -0.62 0.14 -1.09
C 1.88 5.20 1.24
C 2.01 -2.55 -6.56
C 2.71 -6.85 7.73
C 2.20 3.94 2.06
C 2.47 -5.00 -10.51
C 2.95 3.10 4.22
C -3.73 -0.13 3.74
B 0.28 0.04 1.00
H -7.67 -1.61 1.92
H -1.86 -2.86 6.17
H 3.62 4.25 6.03
H -2.52 0.68 -6.11
H -2.48 -1.88 3.95
H -3.40 0.57 -4.60
H 0.95 -5.56 7.13
H -4.50 2.99 -1.59
H 2.42 -4.71 7.44
H -0.71 -3.64 5.02
H 1.70 -3.46 -6.04
H 3.22 -5.09 -11.29
H -1.13 -4.78 8.49
H -0.48 5.01 2.47
H -1.84 -1.68 -7.47
H 2.68 4.99 3.66
H -3.69 4.63 0.00
H 2.81 3.28 1.44
H -0.65 5.83 0.82
H 1.87 -5.90 -10.40
H 5.37 -5.47 8.33
H -4.65 0.14 3.23
H 4.11 -4.03 -9.78
H 2.02 6.67 -3.48
H -6.15 1.28 -1.15
H 8.34 6.45 -4.90
H 4.01 -3.09 -7.00
H 4.02 8.34 -4.97
H -1.55 3.27 -2.17
H 2.31 -5.23 9.60
H 2.20 -7.80 7.92
H -3.30 -2.68 -7.41
H 3.02 -6.89 6.69
H 1.37 -4.17 -12.97
H 6.38 7.41 -3.26
H 1.79 -3.77 -8.69
H -2.34 -1.46 -4.16
H 2.39 1.25 6.04
H -6.87 0.62 1.32
H 0.11 -4.64 -11.88
H -7.69 -5.12 5.70
H 4.22 1.93 -5.19
H 1.41 4.99 0.28
H -0.75 6.67 2.47
H -5.56 -0.50 1.20
H 2.80 5.70 0.91
H 3.27 -2.21 -8.33
H 1.45 -3.21 9.08
H 3.31 1.99 -3.55
H 2.55 4.42 -2.89
H -7.43 -6.03 4.26
H 3.55 0.86 7.31
H 4.54 5.92 -4.49
H -6.22 -6.10 5.53
H 5.23 -6.62 7.04
H 2.69 2.42 7.28
H 1.62 -0.03 -4.50
H -8.20 -2.62 0.52
H -3.46 -1.18 -7.94
H -2.05 -0.55 5.68
H -2.34 4.97 -2.19
H 2.43 6.36 -5.07
H 0.41 -4.12 10.24
H -5.23 -5.71 3.19
H -4.79 2.10 1.05
H -3.96 -3.61 2.04
H 2.00 2.92 4.72
H 0.42 -2.93 -12.11
H -2.99 -1.59 2.32
H 3.11 2.14 3.72
H -3.03 2.12 -1.21
H -1.79 -4.57 6.18
H -0.62 4.54 -1.80
H 1.47 4.34 -4.28
H 0.48 -0.60 -5.67
H -6.47 -2.68 1.12
H 1.24 -2.26 -7.27
H 4.15 8.65 -3.23
H -1.17 -3.07 8.69
H 8.43 8.26 -4.77
H 1.01 -1.77 -4.52
H 1.31 3.32 2.15
H -5.00 0.08 -1.11
H -2.86 0.49 3.48
H 8.32 7.33 -6.25
H 2.56 2.28 -5.02
H -3.24 -4.21 3.46
H -6.23 -4.48 2.53
H -4.80 -2.46 4.46
H -4.19 0.63 -6.15
H 3.98 -5.62 -9.04
H -2.14 1.14 5.75
H 6.46 8.99 -4.04
H 4.84 3.82 4.80
H -3.02 3.37 1.12
H -2.81 -0.05 6.96
H 5.91 -6.98 8.68
H -4.16 -1.87 -5.48
```

Computed properties:
Energy above the lowest of the compared OMol25 structures with the same formula, charge and spin: 0.0 kcal per mole
Net charge: -1
E: -3630.400148 Eh
LUMO energy: 0.0739 Eh
Orbital gap: 8.612 eV

Mulliken population analysis, charges in e, atoms 1 to 5: -0.364, -0.369, -0.265, -0.341, -0.771

Computed, not measured: C25H27N4O3S4Sb2W as an isolated structure at a distorted geometry, with ωB97M-V/def2-TZVPD.

XYZ file:
```
66
Properties=species:S:1:pos:R:3
W -1.79 0.74 -0.33
Sb -0.05 -1.49 -0.22
Sb -2.44 1.50 -3.11
S -2.61 -0.65 -2.29
S -1.34 4.54 0.64
S -0.26 1.49 -2.21
S -2.44 3.26 -0.50
O -2.94 -0.88 0.66
O -1.34 1.39 3.89
O -3.91 0.89 -0.11
N 0.07 4.94 -1.69
N 0.10 1.58 0.62
N -2.10 1.23 1.74
N 0.30 6.51 -0.18
C -1.48 -4.59 -2.93
C 3.89 -0.36 -1.87
C -3.45 0.86 2.20
C 0.97 -2.80 4.37
C 1.84 -1.41 -1.15
C 2.37 -2.65 -1.51
C 1.14 7.00 -1.29
C -0.55 -1.80 2.80
C 3.64 -2.74 -2.05
C 4.40 -1.60 -2.23
C 2.61 -0.27 -1.34
C -0.92 -3.21 -1.04
C -0.27 5.36 -0.49
C -2.14 -5.47 -2.08
C -2.19 -5.22 -0.72
C 0.97 5.90 -2.36
C -1.58 -4.09 -0.20
C -3.66 0.14 0.90
C 0.37 -2.03 1.77
C 1.58 -2.65 2.05
C -1.14 1.38 2.70
C 1.88 -3.03 3.35
C -0.87 -3.46 -2.41
C -0.25 -2.18 4.10
C 0.24 1.51 2.09
H 5.40 -1.67 -2.65
H -0.24 4.05 -2.05
H 1.79 -3.56 -1.38
H 0.77 7.97 -1.63
H 2.25 0.73 -1.10
H -1.51 -1.36 2.58
H 0.74 2.40 2.47
H -1.42 -4.80 -3.99
H 4.48 0.54 -2.02
H 1.91 5.41 -2.60
H 0.51 6.27 -3.27
H 0.83 0.64 2.37
H -3.45 0.21 3.07
H -0.96 -2.00 4.89
H -1.62 -3.91 0.87
H 0.11 7.01 0.67
H 0.96 1.25 0.18
H -2.61 -6.36 -2.49
H -4.11 1.71 2.33
H -2.70 -5.91 -0.06
H 2.82 -3.52 3.56
H 2.31 -2.83 1.27
H 2.17 7.11 -0.96
H -0.34 -2.79 -3.08
H 4.04 -3.71 -2.32
H 0.03 2.57 0.36
H 1.21 -3.09 5.38
```

Computed properties:
Spin multiplicity: 2
Energy above the lowest of the compared OMol25 structures with the same formula, charge and spin: 28.3 kcal per mole
Net charge: +2
E: -3553.478388 Eh
LUMO energy (alpha / beta): -0.2676 / -0.3065 Eh
Orbital gap (alpha / beta): 6.574 / 5.617 eV

Mulliken population analysis, charges in e, atoms 1 to 5: 0.982, 1.366, 0.603, -0.122, -0.144